1.
The following is a quantum chemistry calculation of a molecular structure, C26H37AlBeCl4F4NO13PS2 in a non-equilibrium geometry, from the Open Molecules 2025 dataset.

Cartesian coordinates (Å):
O: 4.0957 -1.9834 2.1090
C: 2.9001 -2.0986 2.1840
C: 2.2807 -3.4449 2.1226
C: 1.0587 -3.6203 1.6498
C: 0.3411 -2.4298 1.1414
O: -0.3982 -2.5269 0.1870
C: 0.6312 -1.1447 1.8617
C: 1.9080 -0.9647 2.3800
C: 2.2153 0.2178 3.0493
C: 1.2527 1.1833 3.2364
C: -0.0252 1.0111 2.7382
C: -0.3269 -0.1262 2.0351
P: -1.9984 -0.2131 1.4015
O: -2.7989 1.0477 1.9631
O: -2.7093 -1.4751 2.0748
S: -2.1396 -0.1326 -0.5583
H: 2.8439 -4.3013 2.4638
H: 0.5990 -4.5976 1.6118
H: 3.2031 0.4121 3.4492
H: 1.5031 2.0781 3.7855
H: -0.7490 1.7902 2.9095
H: -2.9048 1.6788 1.2329
H: -2.1859 -1.7446 2.8471
C: -0.1292 0.4305 6.2873
O: -0.5966 0.0691 7.3728
O: -1.0256 0.8624 5.3340
O: 1.0731 0.4405 5.9764
H: -1.8441 0.7349 5.8450
C: 5.6566 2.4623 2.2917
Cl: 4.2815 3.2546 1.4864
Cl: 5.4686 0.7089 2.2100
Cl: 7.1566 2.9503 1.4863
Cl: 5.6823 2.8955 3.9831
C: 4.3223 -7.7050 5.2929
C: 3.6545 -6.6404 6.1383
O: 2.7528 -5.9923 5.2301
S: 2.2007 -7.0469 4.1705
O: 0.9254 -7.5107 4.5817
O: 2.4038 -6.5023 2.8732
O: 3.2744 -8.1996 4.4390
H: 5.1064 -7.2814 4.6634
H: 4.7318 -8.5166 5.8872
H: 4.3571 -5.9195 6.5457
H: 3.0697 -7.0785 6.9491
C: -4.6694 -0.5487 -5.7641
C: -4.7715 0.2109 -4.4279
C: -5.6156 1.4751 -4.6269
C: -4.8446 2.5627 -5.3722
C: -3.5076 2.8290 -4.6717
C: -2.6591 1.5669 -4.4772
N: -3.4245 0.4593 -3.8761
O: -3.5864 0.7052 -2.4810
C: -2.0640 1.1410 -5.8312
C: -1.4534 1.8858 -3.5976
C: -5.4639 -0.7231 -3.4677
H: -4.4948 0.1024 -6.6133
H: -3.8761 -1.2977 -5.7302
H: -5.6052 -1.0687 -5.9765
H: -5.9154 1.8773 -3.6541
H: -6.5398 1.2239 -5.1529
H: -4.6883 2.2886 -6.4183
H: -5.4390 3.4768 -5.3869
H: -2.9281 3.5593 -5.2381
H: -3.7136 3.2885 -3.7005
H: -1.5857 0.1635 -5.7558
H: -1.3042 1.8592 -6.1362
H: -2.7852 1.1094 -6.6440
H: -1.7414 2.2933 -2.6297
H: -0.8139 2.6292 -4.0735
H: -0.8504 0.9903 -3.4268
H: -4.7396 -1.5760 -3.3375
H: -6.4137 -1.1160 -3.8168
H: -5.6718 -0.2609 -2.4966
C: 1.8266 6.3001 -4.0128
C: 1.3786 4.8807 -3.5119
C: 2.4531 3.8569 -4.0091
O: 0.2218 4.5947 -4.0628
H: 1.9010 6.3380 -5.0979
H: 1.1155 7.0527 -3.6804
H: 2.8055 6.5268 -3.5863
H: 1.4271 4.8951 -2.4115
H: 2.5395 3.8582 -5.0946
H: 2.1900 2.8546 -3.6767
H: 3.4227 4.1229 -3.5834
Be: -3.6725 -0.8404 -2.3576
F: 3.9485 0.5992 8.0392
Al: 4.4898 -0.1199 6.6040
F: 6.1869 -0.1511 6.5745
F: 3.9319 0.7990 5.2616
F: 3.8817 -1.7050 6.4676

Forces on the atoms, in the same order (eV/Å):
O 0.0 0.5 0.1
C -0.3 0.0 0.4
C 0.1 -0.4 0.3
C -0.1 0.4 0.2
C 0.1 -0.6 0.0
O -0.4 0.3 0.2
C 0.0 0.0 -0.1
C 0.1 -0.2 -0.3
C 0.8 -0.2 0.0
C 0.0 0.3 0.3
C 0.4 0.7 0.1
C -0.8 -0.3 -0.5
P -0.2 -0.9 -0.1
O 0.3 0.0 0.0
O 0.4 0.4 0.1
S -0.4 -0.3 -0.6
H 0.3 0.1 -0.1
H -0.1 0.0 -0.3
H -0.1 -0.3 0.1
H 0.1 0.0 0.0
H -0.2 -0.1 0.0
H -0.2 0.0 0.2
H -0.3 -0.2 0.0
C -0.5 0.3 -0.6
O 0.5 -0.1 0.1
O -0.1 -0.4 0.8
O 0.1 -0.1 0.0
H -0.3 0.3 -0.4
C 0.0 -0.4 0.3
Cl 0.0 0.0 -0.1
Cl 0.1 0.1 -0.4
Cl 0.0 0.0 0.0
Cl 0.1 0.4 0.0
C 0.3 0.2 -0.1
C -0.1 -0.3 0.4
O 0.1 -0.1 -0.3
S 0.3 0.1 0.4
O -0.1 -0.1 -0.2
O -0.2 0.0 -0.1
O -0.2 0.1 0.2
H 0.0 0.0 0.0
H -0.2 -0.1 -0.1
H -0.1 0.2 -0.2
H 0.0 0.0 0.0
C 0.0 -0.2 -0.1
C -0.6 0.1 -1.4
C 0.0 0.4 0.3
C 0.2 -0.1 0.1
C -0.5 0.0 0.2
C 1.2 0.4 -0.8
N -0.5 -1.0 0.2
O -0.8 -0.8 0.0
C -0.2 -0.2 -0.2
C 0.0 -0.1 0.5
C -0.1 0.4 0.9
H 0.1 0.0 0.0
H 0.0 0.0 0.0
H 0.0 0.0 0.1
H 0.1 -0.1 0.1
H 0.0 -0.1 0.0
H 0.0 0.0 0.0
H 0.0 0.0 0.0
H 0.1 -0.1 0.0
H 0.0 -0.1 0.1
H 0.0 0.0 0.0
H 0.0 0.1 0.1
H 0.0 0.0 0.0
H -0.1 -0.1 0.0
H -0.1 0.0 -0.2
H -0.1 0.0 0.0
H -0.4 -0.9 -0.2
H 0.2 -0.5 -0.2
H -0.1 0.1 -0.1
C 0.3 0.6 -0.4
C 0.2 -0.4 0.2
C 0.6 -0.2 -0.4
O 0.0 0.2 0.3
H -0.1 -0.2 0.0
H -0.1 -0.2 0.1
H 0.0 -0.2 0.1
H -0.4 0.0 0.0
H -0.1 0.1 0.0
H -0.2 0.1 0.1
H -0.1 0.1 0.1
Be 1.8 3.4 0.8
F 0.1 -0.1 -0.3
Al -0.1 0.0 0.2
F -0.3 0.0 -0.1
F 0.2 -0.2 0.2
F 0.1 0.2 -0.1

## Properties
Frontier orbital gap ... 1.33 eV
Charge ... 0
Highest occupied orbital energy ... -7.89 eV

2.
The following is a quantum chemistry calculation of a molecular structure, C26H37As2BCdF2O9S2Si2, from the Open Molecules 2025 dataset.

Cartesian coordinates (Å):
Cd: 1.8445 -0.4153 -1.0338
C: 1.0705 3.2352 -4.1197
Si: -0.4195 3.5934 -3.0389
C: -1.9829 3.1123 -3.9587
C: -0.5727 5.4142 -2.4763
C: -0.7370 6.6555 -3.0936
C: -0.9071 7.7969 -2.3240
C: -0.9190 7.7123 -0.9324
C: -0.7543 6.4868 -0.3040
C: -0.5777 5.3305 -1.0657
Si: -0.2508 3.4864 -0.7128
C: 1.4443 3.3195 0.0779
C: -1.5670 2.6439 0.3158
H: 1.0148 3.7942 -5.0583
H: 1.0934 2.1691 -4.3596
H: 2.0050 3.4929 -3.6182
H: -2.0810 3.7331 -4.8550
H: -2.8697 3.2721 -3.3414
H: -1.9484 2.0633 -4.2514
H: -0.7368 6.7377 -4.1763
H: -1.0360 8.7616 -2.8025
H: -1.0564 8.6119 -0.3425
H: -0.7622 6.4376 0.7804
H: 1.4671 3.8862 1.0135
H: 2.2225 3.7100 -0.5785
H: 1.7003 2.2841 0.3112
H: -1.7134 3.1574 1.2707
H: -1.3073 1.6035 0.5283
H: -2.5179 2.6460 -0.2204
C: -3.5332 -3.3521 -1.1569
O: -2.4128 -2.7380 -0.5399
C: -2.4844 -2.6034 0.8235
O: -3.4998 -2.9164 1.4288
C: -1.2952 -2.0286 1.3774
C: -1.0469 -1.9830 2.7700
As: -0.5286 -3.6507 3.6571
C: -1.4969 -5.0136 2.6201
C: 1.1649 -3.6917 2.6151
C: 1.5752 -2.6541 1.7391
As: 0.3571 -1.9831 0.3876
C: 0.3064 -3.5295 -0.8136
C: 2.8645 -2.0699 1.6467
O: 3.2650 -1.3352 0.7108
O: 3.7894 -2.2662 2.6330
C: 3.3870 -2.2767 4.0000
C: 1.9739 -4.8299 2.9467
O: 1.7276 -5.6611 3.8179
O: 3.0724 -4.9953 2.1395
C: 3.8779 -6.1114 2.4588
C: -0.2646 -0.9153 3.3265
O: 0.2732 -0.8940 4.4293
O: -0.2055 0.2050 2.5243
C: 0.6427 1.2283 3.0188
H: -3.3032 -3.3821 -2.2195
H: -4.4410 -2.7719 -0.9829
H: -3.6882 -4.3573 -0.7586
H: -2.5432 -5.0318 2.9202
H: -1.0177 -5.9635 2.8608
H: -1.4364 -4.8363 1.5481
H: -0.2011 -4.3622 -0.3289
H: 1.3460 -3.8027 -1.0034
H: -0.1971 -3.2667 -1.7425
H: 3.6080 -3.2542 4.4351
H: 2.3296 -2.0559 4.1265
H: 3.9730 -1.5125 4.5175
H: 4.7080 -6.0912 1.7545
H: 3.3220 -7.0460 2.3595
H: 4.2549 -6.0503 3.4820
H: 0.5179 2.0734 2.3459
H: 1.6862 0.9029 3.0173
H: 0.3696 1.5112 4.0358
C: -3.3817 0.0580 -1.7261
O: -3.0305 -0.7667 -2.8336
C: -1.7374 -0.8726 -3.2070
S: -1.4339 -2.0266 -4.3760
S: -0.5958 0.1812 -2.5021
H: -4.4486 -0.1058 -1.5803
H: -3.1835 1.1081 -1.9435
H: -2.8273 -0.2333 -0.8341
F: 3.7585 0.4202 -3.4166
B: 3.2477 0.8230 -2.2437
F: 3.6907 2.0450 -1.8992

Forces on the atoms, in the same order (eV/Å):
Cd 0.0 0.1 0.1
C 0.0 0.0 0.0
Si 0.1 0.0 0.0
C 0.0 0.0 0.0
C 0.0 0.0 0.0
C 0.0 0.0 0.0
C 0.0 0.0 0.0
C 0.0 0.0 0.0
C 0.0 0.0 0.0
C 0.0 0.0 0.0
Si -0.1 0.0 0.0
C 0.0 0.0 0.0
C 0.0 0.0 0.0
H 0.0 0.0 0.0
H 0.0 0.0 0.0
H 0.0 0.0 0.0
H 0.0 0.0 0.0
H 0.0 0.0 0.0
H 0.0 0.0 0.0
H 0.0 0.0 0.0
H 0.0 0.0 0.0
H 0.0 0.0 0.0
H 0.0 0.0 0.0
H 0.0 0.0 0.0
H 0.0 0.0 0.0
H 0.0 0.0 0.0
H 0.0 0.0 0.0
H 0.0 0.0 0.0
H 0.0 0.0 0.0
C 0.0 0.0 0.0
O 0.0 0.0 0.0
C 0.0 0.0 0.1
O 0.0 0.0 0.0
C 0.0 0.1 0.0
C 0.1 0.0 0.0
As 0.0 0.0 0.0
C 0.0 0.0 0.0
C 0.0 0.0 0.0
C 0.0 0.0 0.0
As 0.0 -0.1 0.0
C 0.0 0.0 0.0
C -0.1 0.0 0.0
O 0.0 -0.2 0.0
O 0.0 0.3 0.0
C 0.0 -0.1 0.0
C -0.1 0.0 0.0
O 0.0 0.0 0.0
O 0.0 0.0 0.0
C 0.0 0.0 0.0
C -0.2 0.1 0.1
O 0.1 -0.1 -0.1
O 0.1 0.0 0.0
C 0.0 0.0 0.0
H 0.0 0.0 0.0
H 0.0 0.0 0.0
H 0.0 0.0 0.0
H 0.0 0.0 0.0
H 0.0 0.0 0.0
H 0.0 0.0 0.0
H 0.0 0.0 0.0
H 0.0 0.0 0.0
H 0.0 0.0 0.0
H 0.0 0.0 0.0
H 0.0 0.0 0.0
H 0.0 0.0 0.0
H 0.0 0.0 0.0
H 0.0 0.0 0.0
H 0.0 0.0 0.0
H 0.0 0.0 0.0
H 0.0 0.0 0.0
H 0.0 0.0 0.0
C 0.0 0.0 0.0
O 0.0 0.0 0.0
C 0.0 0.0 0.0
S 0.0 0.0 0.0
S 0.1 0.1 -0.1
H 0.0 0.0 0.0
H 0.0 0.0 0.0
H 0.0 0.0 0.0
F 0.0 0.0 0.0
B 0.0 0.0 0.0
F 0.0 0.0 0.0

## Properties
Frontier orbital gap (spin up / spin down) ... 5.74 / 5.33 eV
Relative energy (zero: lowest compared OMol25 entry of this formula, charge and spin) ... 34.68 kcal per mole
Charge ... -2
Highest occupied orbital energy (spin up / spin down) ... -1.77 / -1.37 eV

Q: Among the records above, which one has the lowest charge?
A: C26H37As2BCdF2O9S2Si2

Q: The lowest charge belongs to which entry?
A: C26H37As2BCdF2O9S2Si2

Q: What is the formula in the first record?
A: C26H37AlBeCl4F4NO13PS2

Q: Which value of charge does entry 1 give?
A: 0